No. 1
The following is a quantum chemistry calculation of a 5-piece molecular cluster, H10O5 overall at a distorted geometry, from OMol25.

Last column: Mulliken spin population.
CARTESIAN COORDINATES (ANGSTROEM)
O1 -2.888 0.171 -1.216  0.1372
O2 1.761 -2.615 0.704  0.4071
O3 0.179 0.191 1.562  0.2921
O4 -0.373 -0.516 -0.901  0.2895
O5 0.911 2.260 -1.392  0.4174
H1 0.826 -2.441 0.813  -0.0794
H2 -0.213 0.978 1.940  -0.2102
H3 0.894 2.352 -0.440  -0.0387
H4 0.831 -0.085 2.205  0.0810
H5 1.379 3.036 -1.700  -0.1668
H6 -3.240 -0.597 -0.765  -0.0171
H7 2.109 -2.621 1.596  -0.1260
H8 -0.347 -0.389 0.048  0.0808
H9 -1.939 0.046 -1.198  -0.0307
H10 0.111 0.229 -1.256  -0.0363

Forces on atoms 1 to 6 (eV/Å):
-1.59 0.49 -0.27
0.35 -0.37 -0.34
-0.32 -0.32 -0.81
-0.32 -0.61 -1.20
-0.10 -0.18 -0.46
-0.35 0.26 -0.03

multiplicity = 2
relative energy (zero: lowest compared OMol25 entry of this formula, charge and spin) = 0.2833 eV
total charge = -1
HOMO (alpha / beta) = 0.296 / -7.390 eV
calculated total energy = -10399.423 eV
orbital gap (alpha / beta) = 3.2789 / 10.9063 eV

No. 2
The following is a quantum chemistry calculation of C20H32F7InNO5 as an isolated structure at a distorted geometry, from OMol25.

Last column: Mulliken charge in e.
CARTESIAN COORDINATES (ANGSTROEM)
In1 -0.816 -2.733 -0.409  1.0005
F1 4.796 -6.584 -1.210  -0.2816
F2 -3.907 -5.871 -0.369  -0.3711
F3 3.159 -6.896 -2.540  -0.2827
F4 0.601 -5.620 0.311  -0.3226
F5 0.816 -5.748 -1.823  -0.3460
F6 3.439 -5.008 0.406  -0.2908
F7 2.656 -6.966 0.204  -0.3567
O1 3.312 -4.195 -3.344  -0.4082
O2 1.595 7.084 0.706  -0.4322
O3 0.336 -1.535 4.427  -0.4665
O4 2.181 -2.958 -0.979  -0.5665
O5 5.176 -4.311 -2.221  -0.4852
N1 1.986 -1.498 2.833  -0.7474
C1 4.119 -4.747 -2.429  0.2337
C2 3.678 -6.028 -1.669  0.8844
C3 -2.600 -5.336 -0.363  0.0163
C4 1.371 -5.231 -0.722  0.7854
C5 -1.582 0.345 -0.398  -0.2068
C6 0.753 -1.987 3.440  0.0945
C7 -1.619 5.343 0.050  -0.5854
C8 2.784 -5.790 -0.434  0.5635
C9 0.613 8.065 0.966  -0.5177
C10 -2.142 2.869 -0.256  -0.6667
C11 0.023 -3.099 2.684  0.2829
C12 -1.766 1.675 -1.169  -0.8368
C13 -0.932 6.592 -0.570  -0.6320
C14 1.243 -3.657 -0.779  -0.0645
C15 -1.710 4.190 -0.965  -0.7172
C16 -2.507 -4.043 -1.149  -1.0506
C17 1.498 5.944 1.544  -0.6664
C18 -1.091 -2.416 1.820  -1.2900
C19 -0.833 7.711 0.500  -0.7854
C20 -1.076 -0.735 -1.376  -1.2262
H1 1.197 5.097 0.918  0.1942
H2 -0.707 4.020 -1.375  0.3964
H3 -0.863 0.533 0.407  0.2531
H4 0.022 6.342 -1.039  0.4096
H5 -0.115 -0.415 -1.798  0.3297
H6 0.745 -3.681 2.105  -0.1182
H7 -1.973 -6.099 -0.836  0.0885
H8 -3.428 -3.495 -0.911  0.3053
H9 -2.619 5.647 0.376  0.3123
H10 -2.246 -5.199 0.663  0.1286
H11 2.559 -2.333 2.695  0.3419
H12 0.726 6.060 2.315  0.3178
H13 3.920 -3.818 -3.997  0.3554
H14 -1.605 6.902 -1.379  0.4506
H15 -3.231 2.942 -0.159  0.2703
H16 -1.005 5.021 0.894  0.2163
H17 0.899 9.012 0.504  0.3552
H18 -1.647 2.832 0.717  0.4090
H19 -2.074 -2.836 2.046  0.3854
H20 -1.429 7.422 1.371  0.3609
H21 -0.807 1.892 -1.651  0.3437
H22 -0.480 -3.714 3.436  0.2920
H23 -2.407 -4.226 -2.222  0.3559
H24 -2.553 1.587 -1.925  0.3011
H25 -1.308 8.604 0.080  0.3871
H26 -2.556 0.079 0.031  0.2220
H27 -1.821 -0.821 -2.176  0.3348
H28 0.588 8.223 2.055  0.3466
H29 1.724 -1.236 1.878  0.3492
H30 -1.113 -1.339 2.003  0.4669
H31 -2.395 4.450 -1.778  0.2867
H32 2.447 5.719 2.037  0.2939

Forces on atoms 1 to 6 (eV/Å):
-0.93 0.28 0.08
0.79 -0.31 0.41
-0.13 -0.04 0.29
-0.73 -0.39 -0.33
-0.33 -0.14 0.61
0.09 -0.36 -0.74

multiplicity = 1
total charge = -1
HOMO = -5.065 eV
calculated total energy = -57181.561 eV
orbital gap = 7.5168 eV

No. 3
The following is a quantum chemistry calculation of C3H6FNO2 as an isolated structure at a distorted geometry, from OMol25.

Last column: natural (NBO) charge in e.
CARTESIAN COORDINATES (ANGSTROEM)
F1 1.087 -2.352 0.059  -0.6149
O1 2.854 -0.698 0.162  -0.6138
O2 1.876 1.394 -0.271  -0.5721
N1 -0.082 0.489 1.431  -0.7641
C1 2.017 0.149 0.004  0.7716
C2 -0.355 0.326 -1.062  -0.6715
C3 0.472 0.273 0.201  0.3702
H1 -0.027 1.021 -1.836  0.2623
H2 1.889 -1.912 0.390  0.5588
H3 -1.364 0.635 -0.714  0.2115
H4 -0.401 -0.706 -1.412  0.2626
H5 -0.783 1.293 1.629  0.3980
H6 0.499 0.552 2.252  0.4013

Forces on atoms 1 to 6 (eV/Å):
0.18 -0.32 0.56
0.78 0.14 0.05
1.22 -1.07 0.25
-1.04 2.19 -0.04
-3.01 2.02 0.62
-1.35 -0.17 1.52

multiplicity = 1
relative energy (zero: lowest compared OMol25 entry of this formula, charge and spin) = 1.4512 eV
HOMO = -10.271 eV
calculated total energy = -11509.842 eV
orbital gap = 10.7254 eV

No. 4
The following is a quantum chemistry calculation of a 2-piece molecular cluster, C3H10N2 overall at a distorted geometry, from OMol25.

Last column: Mulliken spin population.
CARTESIAN COORDINATES (ANGSTROEM)
N1 -1.928 -2.078 -0.525  0.0000
N2 0.827 0.832 0.387  0.8074
C1 1.244 1.411 -0.868  0.0257
C2 0.133 1.606 1.397  0.0309
C3 -1.051 -2.940 -0.252  0.0001
H1 0.404 1.407 -1.567  0.0535
H2 2.055 0.797 -1.257  0.0242
H3 -0.644 -3.686 -0.940  0.0001
H4 0.601 2.589 1.459  0.0008
H5 -0.656 -2.990 0.760  0.0000
H6 -2.166 -2.059 -1.517  -0.0001
H7 1.582 2.436 -0.707  0.0013
H8 -0.913 1.658 1.082  0.0583
H9 0.333 -0.054 0.205  -0.0227
H10 0.179 1.073 2.343  0.0204

Forces on atoms 1 to 6 (eV/Å):
0.38 0.84 -0.05
-2.45 0.05 -1.13
1.01 0.48 0.75
1.25 0.06 -0.02
0.22 -0.43 0.02
-0.16 -0.20 -0.02

multiplicity = 2
relative energy (zero: lowest compared OMol25 entry of this formula, charge and spin) = 1.1555 eV
total charge = +1
HOMO (alpha / beta) = -13.558 / -13.557 eV
calculated total energy = -6243.674 eV
orbital gap (alpha / beta) = 10.3266 / 5.4605 eV